*1*
C9H8N2O2 | the ωB97M-V functional and the def2-TZVPD basis

Structure (ORCA input):
```
! RIJCOSX wB97M-V def2-TZVPD def2/J DEFGRID3
* xyz 0 1
N 2.7290 -1.8365 -0.7287
C 2.0983 -1.3646 0.0698
C 1.2354 -0.5514 0.9425
N 0.4297 -1.4855 1.7910
O 1.8488 0.3567 1.7927
C 0.2719 0.2539 -0.0825
C 0.6853 1.4267 -0.6437
C -0.1762 2.0902 -1.4789
C -1.4399 1.6311 -1.6759
C -1.8614 0.4734 -1.0767
C -1.0319 -0.2099 -0.2368
C -1.5076 -1.5626 0.3459
O -2.6141 -1.7011 0.7030
H 1.0833 -2.3182 1.9999
H 0.1871 -0.9662 2.6603
H 2.0965 1.2682 1.4502
H 1.6399 1.6608 -0.6778
H 0.0950 3.0755 -1.8020
H -2.0367 2.1628 -2.3522
H -2.8093 0.0033 -1.1323
H -0.9229 -2.4065 0.1323
*
```

Values from the calculation:
E_LUMO in eV: 0.5
Structure (SMILES): N#C[C@@](N)(O)c1ccccc1C=O
HOMO level in eV: -9.63

Atomic partial charges in e from the Mulliken method, atoms 1 to 4:
1 N -0.43
2 C -0.16
3 C 1.11
4 N -0.65

=====

*2*
C9H8N2O2 | the ωB97M-V functional and the def2-TZVPD basis

Structure (ORCA input):
```
! RIJCOSX wB97M-V def2-TZVPD def2/J DEFGRID3
* xyz 0 1
N 3.6051 -0.9696 -0.6749
C 2.6190 -0.4387 -0.4885
C 1.5450 0.5675 -0.2816
N 1.7728 1.2433 0.9939
O 1.6567 1.5669 -1.3261
C 0.0798 0.0043 -0.1907
C -0.7910 0.5786 -1.1282
C -2.0477 -0.0018 -1.3158
C -2.5076 -0.9573 -0.4737
C -1.6294 -1.4225 0.4943
C -0.3057 -0.9758 0.7164
C 0.4571 -1.4281 1.8524
O 0.1274 -2.3081 2.6855
H 2.5779 1.9672 1.0794
H 0.9254 1.8342 1.0176
H 2.6000 1.8719 -1.3272
H -0.3300 1.2297 -1.8552
H -2.7469 0.4401 -2.0634
H -3.5464 -1.2641 -0.6026
H -1.8756 -2.4228 0.8976
H 1.4383 -0.9648 2.0096
*
```

Values from the calculation:
E_LUMO in eV: -0.5
Structure (SMILES): N#C[C@@](N)(O)c1ccccc1C=O
HOMO level in eV: -9.89

Atomic partial charges in e from the Mulliken method, atoms 1 to 4:
1 N -0.50
2 C -0.06
3 C 0.97
4 N -0.61

=====

*3*
C9H8N2O2 | the ωB97M-V functional and the def2-TZVPD basis

Structure (ORCA input):
```
! RIJCOSX wB97M-V def2-TZVPD def2/J DEFGRID3
* xyz 0 1
O 2.9227 -2.1222 -0.0186
C 2.7364 -1.8937 1.3231
C 1.3765 -1.2377 1.6127
C 0.4153 -0.5007 1.6485
C -0.6739 0.4805 1.7768
N -1.3191 0.6905 2.8624
C -2.4630 1.4151 2.5842
C -2.4747 1.6630 1.2515
N -1.4041 1.0519 0.7156
C -0.9610 1.0643 -0.6344
C -0.7127 0.7755 -1.7750
C -0.2775 0.2529 -3.0733
O -0.8039 0.9789 -4.3183
H 3.6819 -2.5770 -0.1749
H 2.8028 -2.8054 1.8871
H 3.5269 -1.2003 1.8349
H -3.3070 1.6508 3.2184
H -3.2451 2.1250 0.6432
H -0.5117 -0.8162 -3.1737
H 0.8967 0.3731 -3.1368
H -0.2056 0.6315 -5.0532
*
```

Values from the calculation:
E_LUMO in eV: 0.5
Structure (SMILES): OCC#Cc1nccn1C#CCO
HOMO level in eV: -8.64

Atomic partial charges in e from the Mulliken method, atoms 1 to 4:
1 O -0.46
2 C -0.58
3 C 0.87
4 C -0.18

=====

Ranked by calculated energy, most stable first: *2*, *1*, *3*.

=====

*1*
C5H6ClNO | the ωB97M-V functional and the def2-TZVPD basis

Structure (ORCA input):
```
! RIJCOSX wB97M-V def2-TZVPD def2/J DEFGRID3
* xyz 0 1
O 0.5371 -2.9763 2.0276
N 0.3441 -2.3974 1.0160
C 0.2122 -1.6886 0.1097
C -0.0169 -1.0078 -1.1052
C -0.0478 0.3082 -1.3583
C 0.1836 1.4854 -0.3632
C -0.0934 0.9763 1.0539
Cl -1.8082 0.2811 1.0746
H -0.3152 -1.5481 -2.0877
H -0.2672 0.5506 -2.3319
H 1.1621 1.7671 -0.3411
H -0.3585 2.2907 -0.8612
H 0.4909 0.1430 1.4882
H -0.0226 1.8157 1.6786
*
```

Values from the calculation:
E_LUMO in eV: 0.6
Structure (SMILES): [O-][N+]#C/C=C\CCCl
HOMO level in eV: -9.00

Atomic partial charges in e from the Mulliken method, atoms 1 to 4:
1 O -0.69
2 N 0.58
3 C 0.39
4 C -0.67

=====

*2*
C5H6ClNO | the ωB97M-V functional and the def2-TZVPD basis

Structure (ORCA input):
```
! RIJCOSX wB97M-V def2-TZVPD def2/J DEFGRID3
* xyz 0 1
O -2.0774 -1.4580 -0.6174
C -1.1513 -0.8443 -0.1387
C -0.9590 0.7330 0.0843
C 0.3965 1.0487 -0.8799
C 1.0496 -0.4483 -0.3565
Cl 2.8115 -0.6223 -0.0790
C 0.2027 -0.8630 0.7309
N -0.1439 0.3712 1.2912
H -1.7588 1.4270 -0.0433
H 0.9935 1.9141 -0.2908
H 0.1519 1.3664 -1.8941
H 0.8166 -1.1188 -1.2177
H 0.5424 -1.6208 1.4212
H -0.8741 0.1152 1.9898
*
```

Values from the calculation:
E_LUMO in eV: 0.8
Structure (SMILES): O=C1[C@@H]2C[C@@H](Cl)[C@H]1N2
HOMO level in eV: -9.68

Atomic partial charges in e from the Mulliken method, atoms 1 to 4:
1 O -0.55
2 C 0.40
3 C -0.21
4 C -0.67

=====

Ranked by calculated energy, most stable first: *2*, *1*.

=====

*1*
C14H41N7O5 | the ωB97M-V functional and the def2-TZVPD basis

Structure (ORCA input):
```
! RIJCOSX wB97M-V def2-TZVPD def2/J DEFGRID3
* xyz 0 1
C 17.3697 4.9596 2.7736
O 16.3888 5.0317 1.6997
C 16.9053 6.0376 0.7298
C 16.0913 6.1883 -0.5274
C 15.8504 4.8628 -1.3551
N 16.5743 7.1177 -1.5123
H 16.9597 4.3642 3.5894
H 17.7273 5.9351 3.1034
H 18.3031 4.4407 2.5555
H 16.8651 6.9859 1.2657
H 17.9148 5.7153 0.4745
H 15.1160 6.6649 -0.4288
H 16.7695 4.5383 -1.8429
H 15.0417 4.9917 -2.0744
H 15.5577 4.0805 -0.6547
H 16.5745 8.0490 -1.1216
H 17.5211 6.8488 -1.7388
C 12.0705 11.9595 -0.4059
O 12.1499 10.7674 -1.0850
C 11.3359 10.6013 -2.2343
C 11.3889 9.1740 -2.8075
C 10.7884 8.1276 -1.9112
N 12.8105 8.8334 -3.0482
H 11.1498 12.1144 0.1565
H 12.1771 12.8040 -1.0868
H 12.8876 12.0285 0.3123
H 10.3086 10.8230 -1.9451
H 11.7497 11.3489 -2.9110
H 10.7452 9.0894 -3.6830
H 9.7717 8.3859 -1.6151
H 11.3314 8.1767 -0.9674
H 10.9682 7.0986 -2.2225
H 13.3361 9.0939 -2.2261
H 13.2521 9.3614 -3.7873
C 21.3536 13.6630 -1.4853
O 21.2064 12.4585 -0.7496
C 20.3774 12.4912 0.4353
C 20.3332 11.0356 0.9566
C 19.3697 10.7663 2.1848
N 21.6503 10.6634 1.3696
H 22.1567 13.4337 -2.1856
H 21.5655 14.4957 -0.8145
H 20.4022 13.8800 -1.9709
H 20.7326 13.3185 1.0498
H 19.4549 12.8738 -0.0013
H 19.9843 10.3619 0.1740
H 19.6355 11.2393 3.1302
H 19.4365 9.6841 2.2965
H 18.3255 11.0327 2.0212
H 22.3255 10.7474 0.6232
H 21.9585 11.3648 2.0277
N 14.6261 12.7053 -3.8024
C 14.9194 11.4842 -4.1509
N 16.1736 11.3936 -3.8817
O 14.3003 10.6515 -4.7449
H 13.7038 13.1146 -3.8446
H 15.4137 13.2526 -3.4860
H 16.6371 12.1972 -3.4822
H 16.6577 10.5103 -3.9555
N 14.7008 9.2098 0.6927
C 15.6324 9.7600 -0.0513
N 14.9978 10.5230 -0.8624
O 16.8028 9.5614 0.0284
H 13.7376 9.3710 0.4351
H 15.0246 8.4959 1.3296
H 15.6118 10.8739 -1.5835
H 14.0278 10.7591 -0.7098
*
```

Values from the calculation:
E_LUMO in eV: 0.1
Structure (SMILES): COC[C@H](C)N.COC[C@H](C)N.COC[C@H](C)N.NC(N)=O.NC(N)=O
HOMO level in eV: -8.67

Atomic partial charges in e from the Mulliken method, atoms 1 to 4:
1 C -0.75
2 O -0.39
3 C -0.33
4 C 0.33

=====

*2*
C14H41N7O5 | the ωB97M-V functional and the def2-TZVPD basis

Structure (ORCA input):
```
! RIJCOSX wB97M-V def2-TZVPD def2/J DEFGRID3
* xyz 0 1
C -0.0318 -5.0512 -3.8931
O -1.2014 -4.8244 -3.1131
C -2.4881 -4.8325 -3.7707
C -3.5325 -4.4151 -2.7425
C -3.7944 -5.6101 -1.7674
N -4.7990 -4.0720 -3.3877
H 0.2951 -6.0885 -3.8215
H 0.8073 -4.6303 -3.3391
H -0.0204 -4.6620 -4.9112
H -2.5228 -4.0624 -4.5413
H -2.7407 -5.7115 -4.3637
H -3.3967 -3.5327 -2.1171
H -4.4013 -5.2322 -0.9446
H -2.8818 -5.9983 -1.3151
H -4.3259 -6.3806 -2.3258
H -5.0615 -4.5237 -4.2521
H -4.7248 -3.0746 -3.5283
C -4.4443 7.6458 -1.0483
O -3.3358 7.0066 -0.4822
C -2.4486 6.5900 -1.5003
C -1.1151 6.0041 -0.9365
C -0.0645 5.7481 -2.1169
N -1.2628 4.6717 -0.2917
H -4.0741 8.5865 -1.4561
H -5.2086 7.7442 -0.2774
H -4.8427 7.1101 -1.9099
H -2.8577 5.7487 -2.0598
H -2.0217 7.3247 -2.1830
H -0.6342 6.6047 -0.1644
H 0.1018 6.7922 -2.3818
H -0.3469 5.3097 -3.0740
H 0.8823 5.2695 -1.8667
H -1.2321 3.8864 -0.9261
H -2.1494 4.6888 0.1917
C 3.1996 0.7116 8.4628
O 2.9425 -0.6430 7.9673
C 3.9984 -1.1483 7.2460
C 3.5767 -2.3955 6.4851
C 2.6871 -2.0381 5.3325
N 2.7504 -3.2340 7.3757
H 2.9903 1.4539 7.6926
H 4.1874 0.9204 8.8735
H 2.4031 0.8798 9.1877
H 4.5343 -0.4457 6.6077
H 4.7649 -1.4395 7.9642
H 4.4655 -2.9357 6.1589
H 1.7353 -1.5719 5.5872
H 2.5588 -2.8482 4.6147
H 3.3048 -1.3840 4.7171
H 3.4981 -3.4724 8.0115
H 2.2897 -2.4466 7.8091
N 2.1929 1.2766 -6.5788
C 3.1399 0.6129 -6.0707
N 3.0358 0.3565 -4.8364
O 4.1077 0.1591 -6.6994
H 2.3002 1.5422 -7.5473
H 1.3924 1.6454 -6.0855
H 3.8069 -0.1054 -4.3758
H 2.2880 0.6005 -4.2029
N 0.2438 -2.0047 -0.0712
C 0.2992 -0.7438 0.0394
N 0.1191 -0.2406 1.1570
O 0.3525 -0.0638 -0.9932
H 0.1192 -2.2099 -1.0523
H 0.2963 -2.6795 0.6785
H 0.0577 0.7632 1.2499
H 0.2362 -0.9009 1.9123
*
```

Values from the calculation:
E_LUMO in eV: 0.4
Structure (SMILES): COC[C@H](C)N.COC[C@H](C)N.COC[C@H](C)N.NC(N)=O.NC(N)=O
HOMO level in eV: -9.07

Atomic partial charges in e from the Mulliken method, atoms 1 to 4:
1 C -0.82
2 O -0.28
3 C -0.64
4 C 0.31

=====

Ranked by calculated energy, most stable first: *1*, *2*.

=====

*1*
C2H8NO2P | the ωB97M-V functional and the def2-TZVPD basis

Structure (ORCA input):
```
! RIJCOSX wB97M-V def2-TZVPD def2/J DEFGRID3
* xyz 0 1
C 0.5134 1.9944 -0.4325
C -1.7410 -1.1681 0.1447
N 1.7584 -1.8425 -0.3033
O 1.5022 0.5432 1.7511
O 1.3843 -0.5136 -0.7117
P 0.7112 0.4698 0.4890
H -0.0773 2.6218 0.1585
H 1.4073 2.4913 -0.8753
H -0.0743 1.7710 -1.3079
H -1.5670 -1.2204 -0.9714
H -1.4632 -2.0466 0.6138
H -2.6674 -0.7563 0.4867
H 0.9096 -2.0831 0.3008
H 2.6148 -1.8737 0.1803
*
```

Values from the calculation:
E_LUMO (spin up / spin down) in eV: -0.9 / -0.4
HOMO level (spin up / spin down) in eV: -9.33 / -8.70

Atomic partial charges in e from the Mulliken method, atoms 1 to 4:
1 C -0.89
2 C -0.95
3 N -0.40
4 O -0.60

=====

*2*
C2H8NO2P | the ωB97M-V functional and the def2-TZVPD basis

Structure (ORCA input):
```
! RIJCOSX wB97M-V def2-TZVPD def2/J DEFGRID3
* xyz 0 1
C 0.7431 0.5469 1.6240
C 1.0745 1.1208 0.2773
N 0.2708 1.1032 -0.6801
O -0.4455 -1.7541 0.0033
O -1.9734 -0.3532 -1.3337
P -0.5134 -1.0231 -1.4534
H -0.1832 0.7350 2.2850
H 1.7064 0.7325 2.2753
H 0.7441 -0.5336 1.4320
H 2.0891 1.3704 0.1015
H 0.7408 1.4544 -1.6080
H -1.8770 0.6505 -1.2400
H -1.4289 -1.8477 0.3401
H -0.9474 -2.2019 -2.0232
*
```

Values from the calculation:
E_LUMO in eV: 0.9
HOMO level in eV: -8.13

Atomic partial charges in e from the Mulliken method, atoms 1 to 4:
1 C -0.75
2 C -0.13
3 N -0.46
4 O -0.52

=====

Ranked by calculated energy, most stable first: *2*, *1*.